The following is a DFT calculation (ωB97M-V/def2-TZVPD) of a structure of composition C34H28FeN3O3P.

- Electronic energy: -3307.33163 hartree
- LUMO energy (alpha / beta): -0.1334 / -0.1344 Eh
- ΔE to the lowest compared entry with this formula, charge and spin: 0.000 eV
- Charge: +1
- HOMO-LUMO gap (alpha / beta): 7.88 / 7.90 eV
- 2S+1: 2
- F_max: 0.36 eV Å⁻¹
- E_HOMO (alpha / beta): -11.5 / -11.6 eV

Last column: Mulliken charge in e.
Geometry (Å):
1 Fe 0.98 0.64 -1.60  -0.024
2 C 2.67 2.55 3.27  -0.599
3 C 3.63 1.62 2.91  -0.717
4 C 3.46 0.82 1.80  -0.496
5 C 2.30 0.97 1.04  0.194
6 C 1.34 1.91 1.37  0.451
7 C 1.52 2.69 2.50  -1.332
8 N 2.07 0.13 -0.10  1.275
9 N 2.64 -0.98 -0.10  -0.740
10 C 2.32 -1.72 -1.24  0.162
11 C 2.83 -3.00 -1.42  -0.496
12 C 2.45 -3.70 -2.56  -0.609
13 C 1.58 -3.11 -3.47  -0.785
14 C 1.08 -1.82 -3.28  -0.240
15 C 1.45 -1.12 -2.14  0.933
16 H 2.81 3.17 4.14  0.457
17 H 4.53 1.51 3.51  0.433
18 H 4.20 0.09 1.51  0.529
19 H 0.44 2.02 0.78  0.540
20 H 0.76 3.42 2.77  0.533
21 H 3.51 -3.43 -0.69  0.534
22 H 2.83 -4.69 -2.74  0.443
23 H 1.29 -3.66 -4.36  0.461
24 H 0.42 -1.39 -4.02  0.520
25 O -0.69 0.17 -0.95  -0.858
26 P -1.54 -0.55 0.10  1.985
27 C -2.20 0.66 1.22  0.785
28 C -2.71 0.30 2.48  -0.290
29 C -3.23 1.28 3.31  -0.853
30 C -3.25 2.61 2.89  -0.581
31 C -2.75 2.96 1.65  -0.542
32 C -2.23 1.99 0.81  -0.828
33 C -0.58 -1.74 1.03  0.780
34 C 0.14 -1.34 2.15  -0.579
35 C 0.99 -2.23 2.79  -0.818
36 C 1.12 -3.53 2.31  -0.653
37 C 0.39 -3.94 1.20  -0.827
38 C -0.45 -3.05 0.55  -0.562
39 C -2.85 -1.42 -0.75  0.172
40 C -3.96 -1.88 -0.05  -0.655
41 C -4.94 -2.60 -0.71  -0.711
42 C -4.82 -2.85 -2.07  -0.532
43 C -3.72 -2.39 -2.77  -0.725
44 C -2.73 -1.67 -2.12  -0.146
45 H -2.67 -0.73 2.81  0.453
46 H -3.62 1.00 4.28  0.433
47 H -3.66 3.36 3.55  0.435
48 H -2.75 4.00 1.33  0.516
49 H -1.83 2.28 -0.15  0.313
50 H 0.05 -0.32 2.52  0.516
51 H 1.55 -1.91 3.65  0.472
52 H 1.77 -4.22 2.81  0.426
53 H 0.49 -4.95 0.83  0.461
54 H -1.01 -3.37 -0.32  0.430
55 H -4.06 -1.68 1.01  0.351
56 H -5.81 -2.95 -0.17  0.436
57 H -5.60 -3.40 -2.59  0.399
58 H -3.63 -2.58 -3.84  0.440
59 H -1.86 -1.31 -2.66  0.241
60 O 2.48 1.44 -2.59  -0.606
61 C 2.04 2.61 -2.37  0.491
62 C 2.63 3.93 -2.75  -0.522
63 C 1.64 4.91 -2.09  -0.517
64 C 0.60 4.02 -1.41  0.356
65 O -0.34 4.38 -0.75  -0.588
66 N 0.92 2.68 -1.67  -0.108
67 H 2.68 4.01 -3.84  0.304
68 H 3.65 4.01 -2.37  0.299
69 H 1.14 5.56 -2.81  0.304
70 H 2.10 5.54 -1.34  0.276

---

The following is a DFT calculation (ωB97M-V/def2-TZVPD) of a structure of composition C34H28N6OP2S2Se2Ti.

- Electronic energy: -8847.87275 hartree
- LUMO energy (alpha / beta): 0.0810 / 0.0810 Eh
- ΔE to the lowest compared entry with this formula, charge and spin: 0.000 eV
- Charge: -1
- HOMO-LUMO gap (alpha / beta): 6.31 / 6.30 eV
- 2S+1: 2
- F_max: 1.32 eV Å⁻¹
- E_HOMO (alpha / beta): -4.1 / -4.1 eV

Last column: Mulliken charge in e.
Geometry (Å):
1 Ti 0.71 0.07 0.56  -0.073
2 C 2.11 -2.19 4.40  -1.524
3 C 1.30 -1.70 3.23  0.558
4 S 1.54 -0.01 2.79  -0.462
5 C 0.49 -2.51 2.55  0.831
6 C 0.36 -3.97 2.90  -1.578
7 S -0.49 -1.94 1.20  -0.388
8 H 2.80 -1.42 4.75  0.413
9 H 2.71 -3.07 4.13  0.275
10 H 1.47 -2.48 5.24  0.306
11 H 0.29 -4.13 3.98  0.391
12 H 1.23 -4.53 2.54  0.242
13 H -0.52 -4.40 2.43  0.387
14 Se 3.50 0.07 -5.91  -0.362
15 P 1.81 -1.02 -5.30  0.670
16 C 2.01 -2.82 -5.46  0.617
17 C 3.07 -3.36 -6.17  -0.480
18 C 3.15 -4.73 -6.36  -0.659
19 C 2.17 -5.56 -5.85  -0.617
20 C 1.10 -5.03 -5.14  -0.652
21 C 1.02 -3.66 -4.95  -0.457
22 C 0.37 -0.76 -6.40  0.648
23 C -0.83 -0.16 -6.05  -0.366
24 C -1.83 -0.02 -7.01  -0.599
25 C -1.64 -0.48 -8.31  -0.447
26 C -0.43 -1.06 -8.65  -0.677
27 C 0.57 -1.20 -7.71  -0.555
28 C 1.29 -0.75 -3.60  0.204
29 C 1.77 -1.18 -2.36  -0.401
30 N 1.02 -0.55 -1.45  0.977
31 N 0.15 0.24 -2.06  -0.741
32 N 0.31 0.16 -3.35  -0.437
33 P 3.02 -2.28 -1.65  0.535
34 Se 3.28 -1.83 0.39  -0.292
35 C 4.51 -2.06 -2.66  0.534
36 C 4.97 -2.97 -3.60  0.185
37 C 6.14 -2.70 -4.31  -0.902
38 C 6.83 -1.52 -4.09  -0.580
39 C 6.36 -0.60 -3.16  -0.774
40 C 5.21 -0.87 -2.44  -0.876
41 C 2.35 -3.96 -1.84  0.796
42 C 3.16 -5.09 -1.91  -0.177
43 C 2.59 -6.35 -1.87  -0.838
44 C 1.22 -6.49 -1.72  -0.551
45 C 0.41 -5.37 -1.60  -0.907
46 C 0.98 -4.10 -1.66  -0.565
47 H 3.84 -2.69 -6.54  0.392
48 H 3.99 -5.15 -6.92  0.413
49 H 2.24 -6.64 -5.99  0.399
50 H 0.34 -5.68 -4.73  0.464
51 H 0.18 -3.24 -4.40  0.387
52 H -0.99 0.21 -5.05  0.523
53 H -2.77 0.44 -6.74  0.400
54 H -2.42 -0.37 -9.05  0.365
55 H -0.26 -1.42 -9.66  0.375
56 H 1.51 -1.65 -7.99  0.331
57 H 4.43 -3.88 -3.80  0.427
58 H 6.49 -3.41 -5.05  0.426
59 H 7.73 -1.31 -4.66  0.360
60 H 6.89 0.33 -3.00  0.399
61 H 4.85 -0.17 -1.70  0.453
62 H 4.24 -4.99 -1.97  0.616
63 H 3.23 -7.23 -1.94  0.420
64 H 0.78 -7.48 -1.68  0.409
65 H -0.65 -5.47 -1.44  0.477
66 H 0.35 -3.23 -1.53  0.350
67 N -2.12 3.04 1.46  -0.442
68 C -0.98 2.45 1.05  1.275
69 O -0.99 1.20 0.84  -0.459
70 C 0.19 3.23 0.85  0.112
71 C 1.31 2.49 0.45  0.510
72 N 2.21 1.82 0.14  -0.618
73 C 0.22 4.61 1.10  -0.281
74 N 0.15 5.75 1.31  -0.565
75 H -2.88 2.44 1.72  0.250
76 H -2.12 4.01 1.75  0.201

---

The following is a DFT calculation (ωB97M-V/def2-TZVPD) of a structure of composition C34H29BaF4INO2SbSi.

- Electronic energy: -2770.68311 hartree
- LUMO energy: -0.0129 Eh
- ΔE to the lowest compared entry with this formula, charge and spin: 0.000 eV
- HOMO-LUMO gap: 6.66 eV
- F_max: 2.42 eV Å⁻¹
- E_HOMO: -7.0 eV

Last column: Mulliken charge in e.
Geometry (Å):
1 Ba 16.03 7.62 8.09  1.499
2 C 21.28 5.53 7.45  -1.111
3 Si 19.93 6.93 7.84  0.503
4 C 21.08 8.49 7.67  -1.140
5 C 18.78 7.16 6.32  -0.616
6 N 18.80 6.86 9.18  -0.087
7 C 18.93 7.07 10.52  0.135
8 C 19.99 6.52 11.34  -0.208
9 C 20.06 6.66 12.73  -0.795
10 C 18.98 7.17 13.44  -0.339
11 C 17.87 7.63 12.74  -0.574
12 C 17.91 7.64 11.38  0.120
13 F 16.61 7.96 10.88  -0.294
14 H 22.16 5.91 8.02  0.297
15 H 21.45 5.61 6.36  0.301
16 H 21.07 4.50 7.73  0.344
17 H 21.98 8.21 7.08  0.346
18 H 21.50 8.80 8.67  0.298
19 H 20.70 9.37 7.15  0.366
20 H 19.48 7.31 5.48  0.265
21 H 18.26 8.10 6.51  -0.254
22 H 18.11 6.35 6.07  0.296
23 H 20.76 6.05 10.78  0.352
24 H 20.88 6.17 13.20  0.376
25 H 18.96 7.16 14.54  0.342
26 H 16.97 7.88 13.25  0.435
27 I 7.13 6.80 7.27  0.092
28 C 9.15 7.01 7.25  0.231
29 C 9.71 8.20 7.71  -0.694
30 C 11.08 8.32 7.56  0.253
31 C 11.76 7.18 7.16  0.371
32 C 11.22 5.95 6.84  -0.647
33 C 9.85 5.84 6.88  -0.521
34 C 13.22 7.25 7.41  0.899
35 O 13.98 6.21 7.38  -0.998
36 O 13.74 8.39 7.65  -0.810
37 H 9.10 9.04 7.98  0.407
38 H 11.57 9.26 7.70  -0.133
39 H 11.89 5.10 6.62  0.366
40 H 9.33 4.94 6.52  0.348
41 F 15.88 15.26 13.44  -0.312
42 C 15.89 14.41 12.39  0.385
43 C 15.44 13.07 12.56  -0.735
44 C 15.42 12.26 11.41  -0.451
45 C 15.90 12.70 10.16  0.034
46 C 16.31 14.06 10.06  0.135
47 C 16.36 14.90 11.13  -0.819
48 Sb 16.16 11.34 8.56  0.890
49 C 14.48 12.26 7.54  0.058
50 C 14.51 13.51 6.99  0.206
51 C 13.38 14.11 6.43  -0.958
52 C 12.18 13.42 6.51  0.404
53 F 11.11 13.91 5.80  -0.320
54 C 12.09 12.13 7.09  -0.726
55 C 13.26 11.56 7.56  -0.198
56 C 17.59 12.52 7.46  0.225
57 C 18.73 12.80 8.23  -0.630
58 C 19.90 13.31 7.65  -0.825
59 C 19.86 13.54 6.28  0.333
60 F 20.95 13.98 5.57  -0.321
61 C 18.71 13.24 5.50  -0.498
62 C 17.59 12.71 6.06  -0.671
63 H 15.06 12.71 13.50  0.446
64 H 15.08 11.22 11.52  0.294
65 H 16.67 14.34 9.08  0.299
66 H 16.86 15.86 11.06  0.417
67 H 15.44 14.06 7.02  0.317
68 H 13.44 15.06 5.89  0.411
69 H 11.19 11.63 7.21  0.601
70 H 13.23 10.55 7.94  0.044
71 H 18.66 12.69 9.31  0.528
72 H 20.76 13.54 8.24  0.487
73 H 18.67 13.42 4.45  0.437
74 H 16.67 12.53 5.49  0.492